{"formula": "C3H5N3S2", "method": "the ωB97M-V functional and the def2-TZVPD basis", "multiplicity": 1, "homo_lumo_gap_ev": 9.17, "smiles": "[H]/N=C\\N1SCS/C1=N\\[H]", "de_lowest_kcal_mol": 17.5, "symbols": ["H", "N", "C", "N", "S", "C", "S", "C", "N", "H", "H", "H", "H"], "positions_angstrom": [[-0.260, 2.988, -0.505], [-0.419, 2.641, -1.415], [-0.292, 1.392, -1.512], [0.086, 0.477, -0.503], [0.444, 0.996, 1.097], [-0.414, -0.421, 1.800], [0.014, -1.832, 0.772], [0.092, -0.900, -0.750], [0.120, -1.364, -1.918], [0.043, -2.361, -1.966], [-0.456, 0.879, -2.466], [-0.010, -0.577, 2.829], [-1.476, -0.267, 1.834]]}